Here is a structure of composition C42H71F18NNbO18 from the OMol25 dataset. Energies are from the ωB97M-V functional and the def2-TZVPD basis.

The LUMO energy comes out at 1.519 eV. The calculation puts the HOMO-LUMO gap at 6.35 eV. Its spin multiplicity is 1. The net charge is -1.

Geometry (Å):
C: -1.732 4.466 0.791
C: -2.690 5.250 -0.082
O: -3.961 5.392 0.523
C: -4.839 4.287 0.349
C: -6.079 4.773 -0.402
O: -7.276 4.063 -0.146
C: -7.212 2.668 -0.435
C: -7.274 1.823 0.824
O: -7.115 0.487 0.426
C: -6.904 -0.430 1.513
Nb: -4.756 -0.362 2.338
C: -2.880 -0.564 3.583
C: -1.612 -0.016 2.921
C: -1.137 -0.809 1.688
C: 0.170 -1.572 1.899
C: 1.415 -0.775 1.531
C: 2.720 -1.554 1.773
C: 3.793 -1.332 0.696
C: 3.754 -2.389 -0.417
C: 2.498 -2.242 -1.269
C: 2.434 -3.203 -2.450
O: 1.656 -2.716 -3.525
C: 0.335 -2.391 -3.145
O: -3.930 0.362 0.602
N: -3.678 -0.491 -0.452
O: -4.488 -0.440 -1.303
H: -1.506 5.017 1.704
H: -0.803 4.255 0.254
H: -2.183 3.511 1.065
H: -2.322 6.264 -0.256
H: -2.792 4.769 -1.063
H: -4.325 3.493 -0.201
H: -5.112 3.877 1.323
H: -5.882 4.779 -1.485
H: -6.255 5.805 -0.097
H: -6.309 2.423 -1.003
H: -8.071 2.421 -1.066
H: -8.241 1.987 1.326
H: -6.495 2.117 1.535
H: -7.667 -0.273 2.291
H: -7.076 -1.431 1.101
H: -4.997 1.336 3.099
H: -5.543 -1.222 3.724
H: -4.407 -2.061 1.692
H: -3.055 0.000 4.508
H: -2.741 -1.604 3.902
H: -1.739 1.038 2.674
H: -0.802 -0.034 3.667
H: -1.029 -0.132 0.834
H: -1.917 -1.519 1.406
H: 0.152 -2.484 1.288
H: 0.261 -1.912 2.938
H: 1.349 -0.478 0.480
H: 1.418 0.151 2.117
H: 3.116 -1.293 2.758
H: 2.470 -2.622 1.812
H: 4.785 -1.347 1.154
H: 3.642 -0.363 0.212
H: 4.641 -2.277 -1.049
H: 3.786 -3.387 0.035
H: 2.460 -1.221 -1.666
H: 1.625 -2.395 -0.635
H: 3.435 -3.364 -2.860
H: 2.038 -4.180 -2.131
H: 0.278 -1.404 -2.674
H: -0.082 -3.136 -2.455
H: -0.270 -2.384 -4.052
C: 9.204 -4.698 -3.803
C: 7.845 -4.784 -3.147
O: 7.908 -4.371 -1.761
C: 7.868 -3.067 -1.545
O: 7.800 -2.193 -2.355
C: 7.865 -2.793 -0.022
F: 8.787 -3.520 0.617
F: 6.668 -3.099 0.485
F: 8.111 -1.508 0.217
H: 9.934 -5.288 -3.248
H: 9.144 -5.086 -4.820
H: 9.551 -3.667 -3.848
H: 7.483 -5.808 -3.106
H: 7.107 -4.170 -3.663
C: 9.104 -2.369 3.706
C: 9.869 -1.210 4.302
O: 10.546 -1.599 5.523
C: 11.709 -2.206 5.375
O: 12.276 -2.467 4.356
C: 12.313 -2.519 6.766
F: 11.404 -3.031 7.597
F: 12.789 -1.391 7.313
F: 13.316 -3.383 6.656
H: 8.400 -2.774 4.433
H: 8.545 -2.022 2.838
H: 9.777 -3.165 3.391
H: 9.203 -0.407 4.607
H: 10.605 -0.811 3.605
C: 7.181 3.816 -1.726
C: 6.782 3.481 -0.307
O: 5.356 3.628 -0.117
C: 4.617 2.603 -0.515
O: 4.998 1.584 -1.008
C: 3.125 2.871 -0.203
F: 2.767 4.110 -0.551
F: 2.911 2.729 1.111
F: 2.354 2.010 -0.853
H: 6.849 4.821 -1.989
H: 8.266 3.771 -1.822
H: 6.744 3.109 -2.431
H: 7.222 4.172 0.407
H: 7.070 2.465 -0.039
C: -3.790 -2.211 -6.649
C: -2.349 -2.665 -6.672
O: -1.916 -2.973 -8.021
C: -1.539 -1.949 -8.762
O: -1.503 -0.794 -8.462
C: -1.076 -2.457 -10.150
F: -1.918 -3.363 -10.654
F: 0.132 -3.029 -10.044
F: -0.984 -1.449 -11.011
H: -4.435 -2.961 -7.107
H: -4.108 -2.063 -5.618
H: -3.911 -1.271 -7.186
H: -2.218 -3.596 -6.126
H: -1.684 -1.914 -6.248
C: -3.956 7.741 3.344
C: -3.633 8.215 4.741
O: -3.970 7.210 5.725
C: -3.062 6.265 5.915
O: -1.994 6.166 5.390
C: -3.550 5.286 7.010
F: -4.826 4.946 6.842
F: -3.436 5.882 8.213
F: -2.810 4.188 7.022
H: -5.006 7.458 3.266
H: -3.758 8.538 2.626
H: -3.357 6.875 3.068
H: -4.232 9.080 5.020
H: -2.579 8.471 4.848
C: -9.408 -1.391 -1.448
C: -9.378 -2.656 -0.624
O: -10.072 -3.745 -1.291
C: -9.395 -4.411 -2.205
O: -8.268 -4.245 -2.561
C: -10.282 -5.545 -2.777
F: -11.521 -5.122 -3.050
F: -10.375 -6.546 -1.889
F: -9.756 -6.033 -3.896
H: -10.435 -1.114 -1.690
H: -8.940 -0.586 -0.878
H: -8.851 -1.516 -2.376
H: -9.913 -2.528 0.313
H: -8.354 -2.957 -0.409

Löwdin population analysis, charges in e, atoms 1 to 4:
1 C -0.062
2 C -0.283
3 O -0.166
4 C -0.189



Here is a cluster of 5 separate species, C42H75Br2NO15 in total from the OMol25 dataset. Energies are from the ωB97M-V functional and the def2-TZVPD basis.

The LUMO energy comes out at -1.841 eV. The calculation puts the HOMO-LUMO gap at 7.21 eV. Its spin multiplicity is 1. As for the SMILES: CC(=O)N(C)CCCCC1=C(CCCCOC=O)C(=O)C(/C(Br)=C(/C)Br)=C(CCCCOC=O)C1=O.COCCOC.COCCOC.COCCOC.COCCOC.

Geometry (Å):
C: 1.983 -4.870 0.075
C: 2.976 -4.295 -0.910
O: 3.826 -5.018 -1.397
N: 2.922 -2.903 -1.295
C: 3.217 -2.095 -0.078
C: 1.573 -2.539 -1.785
C: 1.254 -3.228 -3.096
C: 0.296 -2.449 -3.989
C: -1.212 -2.769 -3.745
C: -1.707 -1.978 -2.591
C: -2.008 -2.435 -1.372
C: -1.951 -3.888 -1.023
C: -3.100 -4.700 -1.671
C: -3.941 -5.511 -0.657
C: -5.284 -4.841 -0.404
O: -6.315 -5.818 -0.133
C: -6.749 -5.768 1.161
O: -7.499 -4.913 1.604
C: -2.441 -1.527 -0.284
O: -2.899 -1.999 0.749
C: -2.320 -0.071 -0.478
C: -2.420 0.791 0.712
Br: -4.106 1.164 1.491
C: -1.323 1.272 1.306
C: -1.250 2.154 2.498
Br: 0.408 0.831 0.621
C: -2.098 0.399 -1.713
C: -2.072 1.869 -2.030
C: -3.521 2.366 -2.185
C: -4.299 1.607 -3.263
C: -5.197 0.464 -2.842
O: -5.881 0.714 -1.596
C: -6.239 -0.479 -1.047
O: -7.123 -1.175 -1.483
C: -1.869 -0.522 -2.855
O: -1.795 -0.094 -4.001
H: 2.079 -4.436 1.061
H: 2.106 -5.937 0.137
H: 0.974 -4.641 -0.251
H: 2.353 -1.522 0.238
H: 3.507 -2.724 0.755
H: 4.050 -1.429 -0.256
H: 1.555 -1.463 -1.907
H: 0.844 -2.761 -1.007
H: 0.867 -4.225 -2.910
H: 2.187 -3.349 -3.636
H: 0.517 -2.613 -5.035
H: 0.419 -1.390 -3.793
H: -1.738 -2.452 -4.633
H: -1.292 -3.832 -3.587
H: -1.965 -4.023 0.047
H: -1.017 -4.283 -1.401
H: -3.713 -4.048 -2.279
H: -2.661 -5.400 -2.370
H: -4.085 -6.501 -1.061
H: -3.366 -5.572 0.256
H: -5.595 -4.241 -1.243
H: -5.172 -4.181 0.448
H: -6.408 -6.605 1.784
H: -0.824 3.101 2.186
H: -2.204 2.312 2.966
H: -0.564 1.710 3.208
H: -1.537 2.060 -2.950
H: -1.556 2.372 -1.229
H: -4.024 2.418 -1.232
H: -3.450 3.385 -2.549
H: -3.644 1.201 -4.022
H: -4.926 2.331 -3.769
H: -5.946 0.250 -3.593
H: -4.602 -0.445 -2.733
H: -5.674 -0.795 -0.165
C: -0.119 1.606 -6.015
O: 0.489 2.671 -5.297
C: 1.896 2.539 -5.183
C: 2.633 3.379 -6.204
O: 2.383 2.947 -7.532
C: 1.401 3.719 -8.200
H: -1.119 1.928 -6.301
H: 0.440 1.351 -6.918
H: -0.204 0.727 -5.380
H: 2.192 1.489 -5.269
H: 2.172 2.886 -4.182
H: 3.708 3.278 -6.031
H: 2.373 4.436 -6.089
H: 1.829 4.667 -8.542
H: 0.539 3.920 -7.561
H: 1.070 3.152 -9.068
C: -2.719 7.466 5.120
O: -1.727 8.285 4.530
C: -0.455 7.659 4.446
C: -0.195 7.095 3.067
O: -1.090 6.040 2.740
C: -2.170 6.456 1.922
H: -3.691 7.893 4.877
H: -2.681 6.443 4.739
H: -2.604 7.450 6.209
H: -0.359 6.879 5.206
H: 0.296 8.424 4.659
H: 0.815 6.674 3.048
H: -0.243 7.885 2.312
H: -1.843 6.556 0.881
H: -2.595 7.403 2.261
H: -2.940 5.687 1.973
C: 4.631 -10.621 0.742
O: 4.635 -10.011 -0.535
C: 4.420 -8.607 -0.490
C: 5.709 -7.824 -0.587
O: 6.555 -8.050 0.534
C: 7.581 -8.993 0.283
H: 5.087 -11.605 0.641
H: 5.202 -10.042 1.471
H: 3.604 -10.745 1.104
H: 3.876 -8.333 0.420
H: 3.792 -8.350 -1.348
H: 5.467 -6.760 -0.600
H: 6.233 -8.060 -1.518
H: 8.391 -8.530 -0.291
H: 7.208 -9.866 -0.257
H: 7.976 -9.317 1.245
C: 0.867 7.317 8.195
O: 1.674 7.741 7.110
C: 2.697 8.648 7.493
C: 4.035 7.960 7.656
O: 4.028 7.023 8.721
C: 3.849 5.684 8.293
H: 0.326 6.426 7.879
H: 1.465 7.072 9.075
H: 0.140 8.095 8.457
H: 2.421 9.171 8.413
H: 2.782 9.392 6.696
H: 4.789 8.715 7.897
H: 4.333 7.476 6.721
H: 4.785 5.285 7.890
H: 3.064 5.600 7.538
H: 3.563 5.095 9.163

Löwdin population analysis, charges in e, atoms 1 to 4:
1 C 0.021
2 C -0.462
3 O 0.098
4 N -0.107



Here is a cluster of 5 separate species, C42H75BrF3N7O7S in total from the OMol25 dataset. Energies are from the ωB97M-V functional and the def2-TZVPD basis.

The LUMO energy comes out at 0.314 eV. The calculation puts the HOMO-LUMO gap at 8.73 eV. Its spin multiplicity is 1. As for the SMILES: CCC[C@]1(CC=O)[C@@](N)(CCCCCCCCOC(C)=O)[C@@](CCCN)(C[C@@H](O)C(F)(F)F)[C@@](Br)(CN)OS1(=O)=O.CCCC#N.CCCC#N.CCCC#N.CCCC#N.

Geometry (Å):
C: 1.610 5.391 4.400
C: 1.571 3.883 4.120
C: 2.349 3.489 2.849
C: 1.650 2.629 1.777
C: 0.454 3.342 1.094
C: -0.419 4.242 1.941
O: -1.513 3.930 2.370
C: 1.405 1.086 2.220
N: 2.182 0.906 3.442
C: -0.110 1.085 2.636
C: -0.726 0.067 3.593
C: -2.034 0.677 4.122
C: -2.995 -0.378 4.687
C: -4.124 -0.715 3.712
C: -4.888 0.513 3.188
C: -4.435 0.963 1.777
C: -5.541 1.127 0.737
O: -5.437 0.150 -0.317
C: -4.291 0.203 -1.036
C: -3.845 -1.146 -1.501
O: -3.704 1.244 -1.265
C: 1.833 -0.028 1.144
C: 3.322 -0.536 1.135
C: 4.194 -0.720 2.377
C: 5.536 -1.463 2.056
N: 5.926 -1.698 0.682
C: 0.943 -1.297 1.217
C: 1.339 -2.434 2.149
O: 1.322 -2.102 3.521
C: 0.382 -3.608 1.938
F: 0.667 -4.605 2.793
F: 0.487 -4.112 0.694
F: -0.910 -3.286 2.128
C: 1.578 0.502 -0.315
Br: 2.361 -0.762 -1.700
C: 0.108 0.586 -0.772
N: -0.051 1.519 -1.877
O: 2.242 1.709 -0.626
S: 2.919 2.653 0.470
O: 2.952 3.935 -0.173
O: 4.142 2.115 0.973
H: 2.572 5.656 4.840
H: 0.843 5.678 5.116
H: 1.507 5.971 3.485
H: 0.536 3.547 4.135
H: 2.047 3.397 4.974
H: 3.285 3.017 3.132
H: 2.645 4.418 2.352
H: -0.231 2.656 0.610
H: 0.828 4.001 0.309
H: -0.034 5.260 2.099
H: 2.179 -0.077 3.682
H: 1.685 1.358 4.201
H: -0.227 2.027 3.167
H: -0.785 1.148 1.790
H: -0.097 -0.176 4.446
H: -0.991 -0.873 3.117
H: -2.497 1.245 3.319
H: -1.776 1.383 4.915
H: -2.441 -1.295 4.907
H: -3.417 -0.042 5.636
H: -3.700 -1.272 2.872
H: -4.822 -1.390 4.210
H: -5.960 0.316 3.203
H: -4.719 1.344 3.875
H: -3.922 1.920 1.867
H: -3.695 0.249 1.415
H: -6.521 0.977 1.181
H: -5.521 2.126 0.304
H: -3.465 -1.095 -2.516
H: -4.661 -1.859 -1.443
H: -3.058 -1.487 -0.827
H: 3.929 0.064 0.464
H: 3.296 -1.503 0.637
H: 3.702 -1.258 3.186
H: 4.435 0.259 2.779
H: 6.333 -0.869 2.504
H: 5.537 -2.416 2.588
H: 5.331 -2.354 0.199
H: 6.007 -0.825 0.170
H: -0.104 -1.056 1.365
H: 0.975 -1.770 0.232
H: 2.307 -2.858 1.876
H: 2.012 -2.605 3.964
H: -0.198 -0.388 -1.143
H: -0.530 0.820 0.078
H: -0.942 1.369 -2.330
H: -0.028 2.480 -1.565
C: -5.579 2.321 -3.912
C: -4.901 3.678 -3.783
C: -5.858 4.848 -4.039
C: -6.352 4.873 -5.415
N: -6.737 4.894 -6.495
H: -5.946 2.149 -4.925
H: -4.874 1.528 -3.670
H: -6.423 2.239 -3.224
H: -4.060 3.739 -4.475
H: -4.493 3.784 -2.777
H: -5.358 5.797 -3.841
H: -6.713 4.791 -3.362
C: -8.096 -3.806 -2.916
C: -7.523 -4.955 -3.737
C: -6.063 -5.261 -3.387
C: -5.175 -4.149 -3.721
N: -4.478 -3.275 -3.982
H: -7.567 -2.874 -3.114
H: -9.147 -3.649 -3.156
H: -8.026 -4.016 -1.847
H: -7.601 -4.725 -4.801
H: -8.108 -5.859 -3.564
H: -5.719 -6.145 -3.925
H: -5.966 -5.477 -2.322
C: 9.641 0.675 -2.544
C: 8.348 1.053 -3.254
C: 7.518 2.074 -2.469
C: 7.041 1.536 -1.197
N: 6.681 1.121 -0.190
H: 9.439 0.184 -1.590
H: 10.224 -0.014 -3.154
H: 10.258 1.556 -2.349
H: 7.755 0.159 -3.433
H: 8.576 1.486 -4.231
H: 6.649 2.388 -3.050
H: 8.107 2.971 -2.267
C: 3.723 -6.292 -4.045
C: 3.206 -5.359 -2.956
C: 3.421 -3.880 -3.288
C: 4.837 -3.530 -3.357
N: 5.949 -3.255 -3.409
H: 4.803 -6.194 -4.169
H: 3.510 -7.331 -3.795
H: 3.251 -6.073 -5.004
H: 3.692 -5.593 -2.007
H: 2.136 -5.519 -2.812
H: 2.951 -3.250 -2.530
H: 2.951 -3.634 -4.242

Löwdin population analysis, charges in e, atoms 1 to 4:
1 C -0.095
2 C -0.237
3 C -0.166
4 C -0.316